1.
7 unconnected molecules or ions with the total composition C21H58N2O9 at a distorted geometry. Source: the OMol25 dataset; level of theory: ωB97M-V/def2-TZVPD.

```
90
Properties=species:S:1:pos:R:3:forces:R:3
C 1.673248 7.004785 -0.044504 1.6 0.0 -0.3
O 0.969343 6.950762 -1.253142 -0.9 -0.5 -0.4
C -0.232022 7.679015 -1.107138 -1.3 -0.3 0.9
C -1.441122 7.336000 -2.017116 2.4 -0.4 -1.1
N -1.585461 5.863342 -2.236812 0.5 1.0 0.5
C -2.174693 5.249436 -1.093242 -1.4 0.2 1.4
C -1.869479 3.791212 -1.043098 0.1 -1.4 -0.7
O -0.464085 3.508305 -1.008197 -0.9 0.7 -0.1
C 0.167543 3.627042 0.250478 1.0 -1.1 -0.1
H 2.642796 6.545449 -0.242722 0.1 0.1 -0.1
H 1.292911 6.444729 0.811553 -0.8 0.1 -0.1
H 1.850275 8.045760 0.232095 0.0 0.1 0.3
H 0.014294 8.741571 -1.146312 -0.3 0.2 0.1
H -0.647379 7.413545 -0.131933 0.3 0.4 0.5
H -1.241183 7.851304 -2.957838 -0.3 -0.4 -0.4
H -2.301041 7.849985 -1.588524 -0.2 -0.5 0.1
H -0.684461 5.402498 -2.168867 0.8 0.7 -1.0
H -3.230070 5.524027 -1.149185 -0.4 -0.7 0.4
H -1.849952 5.561483 -0.094778 0.4 0.9 0.1
H -2.216641 3.335291 -1.971821 0.0 -0.2 0.0
H -2.300455 3.250039 -0.199315 -0.5 0.3 0.1
H 1.014320 4.300661 0.123186 -0.1 0.2 0.4
H 0.566872 2.633928 0.463086 0.4 -0.1 0.0
H -0.414605 3.816860 1.153580 -0.6 0.7 -0.4
C -3.463631 -0.194609 -0.129564 -0.6 0.6 0.0
O -2.189995 -0.670808 -0.419944 0.4 -0.9 -0.7
C -1.460749 0.080233 -1.438686 0.8 -1.3 1.6
C -0.276714 -0.863956 -1.859003 -0.7 0.8 1.3
N -0.111118 -1.015084 -3.269948 0.2 0.0 -0.4
C 0.980332 -1.925126 -3.642584 0.1 -0.8 0.8
C 2.432789 -1.484167 -3.262441 -0.7 0.4 -1.3
O 2.700355 -1.324494 -1.882484 -1.4 -0.1 0.5
C 4.058460 -1.115703 -1.647911 1.0 0.1 0.1
H -3.370081 0.838426 0.212091 -0.4 0.2 0.2
H -3.973922 -0.806763 0.613975 0.6 -0.1 0.3
H -4.159527 -0.227188 -0.971164 0.2 0.1 -0.5
H -0.961267 0.846725 -0.844767 -0.4 0.9 -0.7
H -2.149163 0.435032 -2.204964 0.3 0.0 -0.2
H -0.510547 -1.847181 -1.442768 0.1 -0.1 0.6
H 0.599904 -0.446311 -1.365503 0.1 -0.3 -0.2
H -0.961486 -1.537434 -3.441724 -0.1 0.1 -1.1
H 0.782937 -2.156713 -4.690083 1.0 0.7 -0.4
H 0.825526 -2.939502 -3.260680 0.0 -0.1 0.9
H 2.601313 -0.529287 -3.766919 0.2 0.3 0.0
H 3.181847 -2.171970 -3.658842 -0.2 -0.3 -0.3
H 4.423031 -0.324365 -2.306091 0.4 -0.2 -0.3
H 4.598671 -2.059327 -1.740754 0.3 0.1 -0.4
H 4.271697 -0.727602 -0.651863 -0.6 -0.2 0.2
C 1.836870 -0.210188 1.691780 -0.4 -0.5 -0.9
C 0.974524 -1.508644 1.481000 2.2 1.5 0.5
C 1.586851 -2.649897 2.263294 -0.7 -0.2 0.4
O -0.323157 -1.152096 1.942690 -0.1 -0.9 -0.2
H 1.976953 0.019013 2.748078 -0.1 -0.2 0.1
H 1.323224 0.630478 1.225487 -0.1 0.1 0.0
H 2.809429 -0.246825 1.199495 0.1 -0.2 0.1
H 0.994167 -1.848793 0.445079 -0.4 0.5 -0.3
H 1.117922 -3.578493 1.937295 -0.1 -0.1 0.5
H 1.420069 -2.435970 3.320004 0.0 -0.4 0.2
H 2.658611 -2.798076 2.132095 0.0 0.4 -0.3
H -0.819692 -0.884967 1.161651 -0.5 0.0 -0.1
C -0.638700 -7.261534 -0.319546 0.6 0.3 1.3
C -1.512362 -6.229198 0.471789 0.7 1.2 -3.6
C -0.975369 -4.737909 0.330331 0.2 -0.3 1.1
O -2.787833 -6.253565 -0.198654 -0.8 -0.4 1.4
H 0.398945 -7.235810 0.018512 0.1 0.1 0.1
H -0.592851 -7.076076 -1.392924 -0.3 0.3 0.0
H -0.955158 -8.291876 -0.157338 -0.4 0.1 0.0
H -1.584825 -6.445896 1.535572 -0.5 -0.4 -0.3
H -0.008093 -4.606473 -0.156282 0.2 -0.4 0.2
H -0.930232 -4.358526 1.352388 0.5 0.2 0.0
H -1.602642 -3.981034 -0.142299 -0.7 -0.7 -0.3
H -2.677832 -6.098864 -1.139269 0.4 0.0 0.1
C -0.206386 -5.114759 5.033125 0.7 0.8 0.8
O 0.433039 -6.360961 4.729650 -0.9 0.2 -0.3
H 0.294751 -4.287785 4.528778 0.0 -0.1 -0.2
H -1.271048 -4.991660 4.834318 0.0 -0.9 -0.6
H -0.150471 -4.866372 6.094499 0.2 -0.2 0.2
H 1.044760 -6.602877 5.427668 -0.1 0.2 0.1
C 2.425446 2.335158 -2.491949 -0.6 -0.3 0.0
O 2.527458 1.478544 -1.357549 0.4 0.6 0.0
H 1.555738 1.999451 -3.059004 0.0 0.3 -0.3
H 2.258887 3.365113 -2.178257 -0.1 -0.1 0.2
H 3.301569 2.339727 -3.142904 0.2 -0.2 0.1
H 2.522876 0.571927 -1.682780 -0.2 -0.1 0.2
C -2.194401 -0.798322 4.654376 -0.2 -1.3 0.6
O -1.227351 -1.886494 4.531275 -0.5 1.4 0.0
H -3.141194 -1.321844 4.793570 -0.3 0.4 0.1
H -2.009672 -0.203415 5.549102 0.3 -0.2 0.1
H -2.340372 -0.065260 3.860546 0.7 -0.4 -0.6
H -0.920103 -1.908770 3.618462 0.0 0.2 -0.3
```
Forces are in eV/Å.

Summary:
Net charge: 0
HOMO level: -8.997 eV
LUMO energy: 0.57 eV
SMILES: COCCNCCOC.COCCNCCOC.CC(C)O.CC(C)O.CO.CO.CO

Mulliken population analysis, charges in e, atoms 1 to 8:
1. C -0.829
2. O -0.312
3. C -0.534
4. C -0.869
5. N -0.434
6. C -0.282
7. C -0.840
8. O -0.172

2.
A molecular structure, C21H58O11 at a distorted geometry. Source: the OMol25 dataset; level of theory: ωB97M-V/def2-TZVPD.

```
90
Properties=species:S:1:pos:R:3:forces:R:3
C -1.530056 3.113989 3.428289 1.9 -1.0 1.9
C -1.999056 1.928989 4.334289 -1.4 1.6 -0.6
O -1.403056 0.693989 3.921289 -0.6 0.1 -1.1
O -2.278056 4.280989 3.585289 0.1 -0.3 -2.1
H -1.670056 2.861989 2.437289 -0.4 -1.0 -2.2
H -0.413056 3.181989 3.523289 -0.7 0.7 0.3
H -3.062056 1.955989 4.063289 -0.3 -0.6 0.4
H -2.045056 2.300989 5.486289 1.0 -1.7 -2.4
H -1.675056 0.439989 2.917289 0.8 1.2 2.8
H -2.282056 4.487989 4.475289 -0.1 1.0 2.9
C -5.134056 -0.688011 -0.537711 -1.8 4.3 5.1
C -4.582056 0.527989 -1.184711 -7.0 4.6 2.9
O -5.352056 0.943989 -2.251711 -5.6 0.8 -0.4
O -4.069056 -1.116011 0.275289 2.0 7.8 -2.8
H -5.566056 -1.418011 -1.134711 -0.5 -1.3 -1.4
H -6.001056 -0.205011 0.245289 1.6 -1.7 -2.1
H -3.752056 0.263989 -1.504711 8.1 -2.0 -3.4
H -4.474056 1.533989 -0.585711 0.2 -2.5 0.2
H -6.402056 1.114989 -1.886711 4.6 -0.7 -1.5
H -4.258056 -1.895011 0.516289 -1.8 -9.4 3.3
C 1.200944 4.546989 -0.678711 1.7 -0.7 0.7
C 1.763944 4.944989 -2.100711 0.9 -2.2 1.5
O 0.977944 4.452989 -3.153711 0.8 -0.1 0.0
O 1.836944 5.320989 0.327289 2.4 2.5 0.1
H 1.568944 3.533989 -0.257711 -1.3 0.6 -1.9
H 0.101944 4.698989 -0.508711 1.0 -0.3 -0.7
H 2.899944 4.793989 -2.121711 -0.9 -2.1 -0.1
H 2.093944 5.935989 -2.155711 -1.9 2.8 -0.2
H 1.238944 3.527989 -3.375711 -0.1 0.8 0.2
H 2.737944 5.714989 0.031289 -2.4 -1.2 0.5
C 4.644944 1.532989 -0.700711 -0.9 -0.3 -5.6
C 5.170944 1.589989 0.668289 -0.2 2.2 1.1
C 4.131944 1.748989 1.751289 0.8 -5.8 3.1
O 5.891944 0.499989 1.039289 6.6 1.4 -6.0
H 4.024944 2.380989 -1.167711 0.6 -0.6 1.7
H 3.983944 0.633989 -0.937711 1.0 0.8 0.6
H 5.463944 1.546989 -1.580711 -1.2 -0.5 2.3
H 5.791944 2.535989 0.714289 -0.2 -0.9 0.1
H 3.193944 1.164989 1.883289 0.8 -0.3 -1.1
H 3.863944 2.620989 1.594289 -3.4 8.6 -1.1
H 4.475944 1.789989 2.831289 0.6 -0.2 -1.3
H 5.378944 0.163989 1.623289 -4.5 -4.3 6.2
C 0.543944 0.731989 0.763289 -3.0 -1.8 0.2
C -0.888056 0.175989 0.161289 2.9 -4.0 2.7
C -0.799056 -1.411011 -0.259711 8.4 3.5 4.9
O -1.815056 0.152989 1.243289 -0.5 1.0 -0.1
H 0.311944 1.786989 1.036289 0.8 -0.9 0.3
H 1.184944 0.644989 -0.069711 1.1 0.4 -1.0
H 0.964944 -0.024011 1.553289 -1.2 1.9 -1.1
H -1.198056 0.674989 -0.717711 -0.5 1.1 -0.5
H 0.084944 -1.647011 -0.829711 0.3 0.3 -0.8
H -1.573056 -1.565011 -0.725711 -8.1 -2.1 -5.0
H -0.658056 -2.107011 0.563289 -0.5 0.4 0.7
H -2.658056 -0.257011 0.974289 0.3 0.1 -0.1
C 1.052944 -2.386011 3.225289 2.1 1.9 0.7
C 1.820944 -3.253011 4.193289 2.7 -1.8 -2.0
C 2.279944 -4.663011 3.570289 0.7 1.2 1.1
O 3.025944 -2.610011 4.589289 0.9 0.2 4.1
H 1.067944 -1.386011 3.720289 -1.1 -0.6 -0.1
H 0.100944 -2.868011 3.164289 -0.8 0.4 -0.9
H 1.635944 -2.084011 2.287289 -1.0 -1.4 0.9
H 1.276944 -3.526011 5.065289 -0.9 0.1 0.7
H 3.232944 -4.928011 4.165289 -2.0 -0.3 -0.4
H 2.693944 -4.669011 2.534289 -0.9 0.4 0.5
H 1.354944 -5.248011 3.714289 1.0 -0.7 -0.3
H 3.205944 -2.801011 5.634289 -0.7 0.7 -4.1
C -1.387056 -5.201011 -2.492711 2.9 -2.7 -1.0
C -2.765056 -4.696011 -2.227711 1.3 1.2 -1.1
C -3.297056 -3.694011 -3.307711 -0.2 -2.1 -0.1
O -3.646056 -5.721011 -2.203711 -1.4 -1.6 0.9
H -0.724056 -5.534011 -1.498711 -2.0 0.3 -2.7
H -0.833056 -4.408011 -2.878711 1.2 1.9 -0.2
H -1.232056 -5.882011 -3.520711 -0.8 0.9 3.1
H -2.578056 -4.255011 -1.192711 -1.1 0.5 -1.0
H -4.266056 -3.498011 -2.791711 0.3 0.5 -1.4
H -3.414056 -4.170011 -4.575711 0.6 1.6 4.5
H -2.573056 -2.928011 -3.074711 -0.2 1.2 -1.3
H -3.124056 -6.308011 -1.669711 -0.6 -1.6 0.4
C 1.671944 -0.210011 -3.065711 -2.7 0.0 -0.6
C 0.834944 0.815989 -3.889711 -2.0 -2.3 -0.9
C -0.415056 1.344989 -3.177711 0.4 1.2 -8.1
O 1.630944 1.940989 -4.168711 -1.7 0.1 6.7
H 2.031944 0.371989 -2.252711 -0.2 0.1 1.5
H 2.575944 -0.513011 -3.492711 1.2 -0.6 -1.5
H 1.044944 -1.135011 -2.858711 0.8 1.3 0.3
H 0.322944 0.299989 -4.878711 1.9 1.3 2.0
H -0.840056 2.223989 -3.853711 0.9 -1.8 1.2
H -0.405056 1.730989 -2.318711 1.8 3.5 7.1
H -1.221056 0.759989 -3.016711 -2.5 -3.1 -0.5
H 1.865944 1.937989 -4.994711 2.2 0.1 -7.3
```
Forces are in eV/Å.

Summary:
Net charge: 0
HOMO level: -9.151 eV
LUMO energy: 0.21 eV

Mulliken population analysis, charges in e, atoms 1 to 8:
1. C 0.024
2. C -0.481
3. O -0.492
4. O -0.525
5. H 0.046
6. H 0.188
7. H 0.339
8. H 0.268